[1]
Here is a 10-piece molecular cluster, C6H32O10 overall from the Open Molecules 2025 dataset. Energies are from wB97M-V/def2-TZVPD.

Last column: Löwdin spin population.
Geometry (Å):
O  4.289  -1.205  2.199  0.009
H  3.658  -0.900  1.547  0.003
H  4.150  -2.151  2.244  0.001
O  -1.889  1.031  2.323  0.067
H  -1.591  1.403  1.493  0.009
H  -1.910  1.774  2.925  0.035
O  3.758  -3.067  -3.689  0.018
H  4.640  -2.915  -4.030  0.004
H  3.897  -3.408  -2.806  0.004
O  -0.322  -0.968  3.683  0.032
H  -1.250  -0.767  3.560  0.008
H  0.033  -0.197  4.126  0.016
O  3.994  1.137  -1.090  0.044
H  4.217  0.292  -1.479  0.011
H  3.583  1.629  -1.801  0.020
O  -2.024  -0.848  -3.716  0.057
H  -2.584  -0.250  -4.211  0.016
H  -1.211  -0.362  -3.584  0.022
O  2.823  -3.641  1.254  0.005
H  2.225  -3.075  0.765  0.001
H  2.255  -4.291  1.667  0.002
O  -2.172  -3.013  3.237  0.017
H  -1.368  -2.539  3.451  0.004
H  -2.781  -2.334  2.945  0.009
C  0.218  0.173  -0.372  0.046
C  0.328  -1.302  -0.094  0.017
C  1.077  -1.955  -1.266  0.024
O  0.944  -1.372  1.227  0.010
H  -0.352  0.653  0.424  0.008
H  -0.431  0.375  -1.224  0.011
H  1.112  0.694  -0.717  0.011
H  -0.745  -1.482  -0.153  0.007
H  0.813  -3.012  -1.256  0.003
H  2.153  -1.793  -1.191  0.004
H  0.831  -1.613  -2.271  0.009
H  0.412  -0.835  1.818  0.004
C  -3.530  2.417  -0.050  0.055
C  -2.171  2.994  -0.545  0.044
C  -2.268  4.341  -1.194  0.097
O  -1.194  3.000  0.442  0.103
H  -3.827  2.969  0.842  0.010
H  -3.668  1.362  0.186  0.013
H  -4.340  2.692  -0.724  0.009
H  -1.967  2.265  -1.329  0.013
H  -3.006  4.416  -1.993  0.015
H  -1.350  4.724  -1.639  0.024
H  -2.669  5.094  -0.516  0.012
H  -0.794  3.862  0.584  0.040

The HOMO energy (spin up / spin down) is 0.501 / -7.385 eV. As for the total charge: -1. The value obtained for the molar mass is 264.31 g mol⁻¹. The relative energy (zero: lowest compared OMol25 entry of this formula, charge and spin) comes out at 0.0 kcal per mole. As for the spin multiplicity: 2. The LUMO energy (spin up / spin down) is 2.4743 / 2.4162 eV. The expectation value of S² is 0.750.



[2]
Here is a 10-piece molecular cluster, C6H32O10 overall from the Open Molecules 2025 dataset. Energies are from wB97M-V/def2-TZVPD.

Last column: Mulliken charge in e.
Geometry (Å):
C  -2.055  0.888  -1.593  -0.420
C  -1.967  -0.212  -2.745  -0.767
C  -1.658  -1.517  -1.941  -0.927
C  -0.428  -1.515  -0.980  0.527
C  -0.513  -1.816  0.476  0.736
C  -1.730  -2.416  1.078  -0.440
O  -2.066  -1.576  2.221  -0.549
H  -2.842  1.608  -1.727  0.461
H  -2.322  0.534  -0.547  0.337
H  -1.069  1.275  -1.754  -0.221
H  -1.202  -0.025  -3.482  0.356
H  -2.959  -0.467  -3.247  0.290
H  -2.642  -1.868  -1.612  0.433
H  -1.270  -2.189  -2.773  0.214
H  0.265  -2.184  -1.394  0.571
H  0.012  -0.425  -1.178  -0.265
H  0.300  -2.569  0.626  -0.199
H  -0.258  -0.819  1.000  -0.500
H  -1.567  -3.475  1.523  0.336
H  -2.531  -2.506  0.329  0.091
H  -2.293  -0.787  1.857  0.249
O  1.485  1.849  -2.023  -0.701
H  2.180  1.229  -1.902  0.278
H  0.925  1.544  -2.745  0.263
O  -2.428  1.331  1.526  -0.637
H  -1.661  1.736  1.101  0.183
H  -2.882  2.197  1.488  0.379
O  -0.343  0.471  3.360  -0.690
H  -0.911  0.188  4.103  0.278
H  -0.876  0.617  2.554  0.376
O  2.805  -0.414  1.097  -0.700
H  2.506  -0.253  1.890  0.245
H  2.749  0.356  0.508  0.509
O  0.116  3.046  0.006  -0.751
H  0.694  2.497  -0.674  0.641
H  -0.704  3.095  -0.445  0.266
O  2.578  2.139  0.140  -0.669
H  2.057  2.957  0.007  0.239
H  2.618  2.102  1.050  0.360
O  2.455  -2.759  -0.367  -0.703
H  2.650  -2.099  0.226  0.373
H  2.286  -3.576  0.250  0.331
O  2.607  -0.604  -1.750  -0.753
H  2.510  -1.562  -1.566  0.403
H  2.596  -0.226  -0.875  0.189
O  1.923  1.816  2.852  -0.683
H  1.789  2.838  2.860  0.308
H  1.071  1.550  3.197  0.348

The HOMO energy is -9.909 eV. The value obtained for the molar mass is 264.31 g mol⁻¹. The relative energy (zero: lowest compared OMol25 entry of this formula, charge and spin) comes out at 96.8 kcal per mole. The LUMO energy is 0.1171 eV. The SMILES is CCCCCCO.O.O.O.O.O.O.O.O.O.



[3]
Here is a 16-piece molecular cluster, C6H32O19 overall from the Open Molecules 2025 dataset. Energies are from wB97M-V/def2-TZVPD.

Last column: Mulliken charge in e.
Geometry (Å):
C  31.692  -30.007  24.716  -1.036
C  31.860  -29.217  23.559  -0.013
C  31.608  -29.901  22.213  0.433
O  31.307  -29.200  21.216  -0.954
C  31.563  -31.307  22.158  0.207
C  31.626  -32.096  23.332  0.020
C  31.442  -31.375  24.671  0.292
O  31.140  -32.051  25.672  -0.720
O  31.744  -33.336  23.359  -0.334
O  32.130  -27.999  23.682  -0.617
H  31.868  -29.551  25.683  0.415
H  31.349  -31.740  21.192  0.299
O  33.780  -33.409  21.153  -0.688
H  33.554  -32.564  21.562  0.373
H  33.307  -34.048  21.697  0.335
O  31.922  -26.717  26.171  -0.686
H  32.105  -25.801  25.949  0.282
H  31.958  -27.184  25.311  0.531
O  30.894  -35.918  22.488  -0.664
H  31.059  -35.004  22.777  0.386
H  31.693  -36.386  22.748  0.294
O  34.756  -26.023  22.364  -0.665
H  34.011  -26.603  22.582  0.350
H  34.524  -25.181  22.764  0.296
O  29.625  -35.034  25.652  -0.679
H  30.054  -34.382  25.083  0.329
H  29.654  -34.629  26.526  0.324
O  28.399  -30.033  21.538  -0.656
H  29.059  -29.392  21.245  0.350
H  28.929  -30.784  21.829  0.330
O  29.666  -31.302  28.572  -0.644
H  30.620  -31.286  28.455  0.283
H  29.335  -30.851  27.788  0.297
O  31.683  -33.816  27.588  -0.703
H  31.672  -33.156  26.855  0.390
H  32.098  -33.351  28.319  0.253
O  33.467  -29.926  19.092  -0.678
H  34.357  -30.210  19.318  0.288
H  33.023  -29.798  19.943  0.340
O  30.634  -32.707  18.455  -0.678
H  30.592  -33.488  19.016  0.320
H  30.952  -32.006  19.035  0.387
O  28.912  -26.825  23.432  -0.670
H  28.383  -26.750  22.632  0.315
H  29.503  -27.568  23.255  0.317
O  32.794  -35.223  25.322  -0.701
H  32.358  -34.619  24.703  0.307
H  32.413  -34.993  26.186  0.423
O  31.590  -26.408  21.069  -0.693
H  31.530  -26.086  21.973  0.317
H  31.413  -27.363  21.165  0.441
O  34.716  -29.359  25.325  -0.689
H  34.204  -30.123  25.038  0.362
H  34.154  -28.613  25.080  0.379
O  28.245  -31.852  25.185  -0.614
H  27.695  -31.788  25.969  0.276
H  29.152  -31.925  25.519  0.243

The HOMO energy is -3.316 eV. As for the total charge: -2. The value obtained for the molar mass is 408.30 g mol⁻¹. The relative energy (zero: lowest compared OMol25 entry of this formula, charge and spin) comes out at 0.8 kcal per mole. The LUMO energy is 4.2909 eV.



What did the first record say?
Here is a 10-piece molecular cluster, C6H32O10 overall from the Open Molecules 2025 dataset. Energies are from wB97M-V/def2-TZVPD.

Last column: Löwdin spin population.
Geometry (Å):
O  4.289  -1.205  2.199  0.009
H  3.658  -0.900  1.547  0.003
H  4.150  -2.151  2.244  0.001
O  -1.889  1.031  2.323  0.067
H  -1.591  1.403  1.493  0.009
H  -1.910  1.774  2.925  0.035
O  3.758  -3.067  -3.689  0.018
H  4.640  -2.915  -4.030  0.004
H  3.897  -3.408  -2.806  0.004
O  -0.322  -0.968  3.683  0.032
H  -1.250  -0.767  3.560  0.008
H  0.033  -0.197  4.126  0.016
O  3.994  1.137  -1.090  0.044
H  4.217  0.292  -1.479  0.011
H  3.583  1.629  -1.801  0.020
O  -2.024  -0.848  -3.716  0.057
H  -2.584  -0.250  -4.211  0.016
H  -1.211  -0.362  -3.584  0.022
O  2.823  -3.641  1.254  0.005
H  2.225  -3.075  0.765  0.001
H  2.255  -4.291  1.667  0.002
O  -2.172  -3.013  3.237  0.017
H  -1.368  -2.539  3.451  0.004
H  -2.781  -2.334  2.945  0.009
C  0.218  0.173  -0.372  0.046
C  0.328  -1.302  -0.094  0.017
C  1.077  -1.955  -1.266  0.024
O  0.944  -1.372  1.227  0.010
H  -0.352  0.653  0.424  0.008
H  -0.431  0.375  -1.224  0.011
H  1.112  0.694  -0.717  0.011
H  -0.745  -1.482  -0.153  0.007
H  0.813  -3.012  -1.256  0.003
H  2.153  -1.793  -1.191  0.004
H  0.831  -1.613  -2.271  0.009
H  0.412  -0.835  1.818  0.004
C  -3.530  2.417  -0.050  0.055
C  -2.171  2.994  -0.545  0.044
C  -2.268  4.341  -1.194  0.097
O  -1.194  3.000  0.442  0.103
H  -3.827  2.969  0.842  0.010
H  -3.668  1.362  0.186  0.013
H  -4.340  2.692  -0.724  0.009
H  -1.967  2.265  -1.329  0.013
H  -3.006  4.416  -1.993  0.015
H  -1.350  4.724  -1.639  0.024
H  -2.669  5.094  -0.516  0.012
H  -0.794  3.862  0.584  0.040

The HOMO energy (spin up / spin down) is 0.501 / -7.385 eV. As for the total charge: -1. The value obtained for the molar mass is 264.31 g mol⁻¹. The relative energy (zero: lowest compared OMol25 entry of this formula, charge and spin) comes out at 0.0 kcal per mole. As for the spin multiplicity: 2. The LUMO energy (spin up / spin down) is 2.4743 / 2.4162 eV. The expectation value of S² is 0.750.